1.
A 12-piece molecular cluster, C69H201FN33O14P11 overall. Source: the Open Molecules 2025 dataset; level of theory: ωB97M-V with the def2-TZVPD basis set.

Highest occupied orbital energy in eV: -7.8
Multiplicity: 1
ΔE to the lowest compared entry with this formula, charge and spin in kJ/mol: 67.28
HOMO-LUMO gap in eV: 8.08
Charge: 0
E_LUMO in Eh: 0.0116

CARTESIAN COORDINATES (ANGSTROEM)
C (-8.22898, 3.98602, -3.75390)
N (-8.39571, 3.33752, -2.43048)
C (-9.49577, 3.66943, -1.63250)
P (-7.16677, 2.31289, -1.72018)
O (-7.54099, 1.50331, -0.50239)
N (-6.41752, 1.25752, -2.97553)
C (-7.30844, 0.51422, -3.73132)
C (-5.12240, 0.48683, -2.71933)
N (-6.00884, 3.52159, -1.37784)
C (-6.33644, 4.47668, -0.33735)
C (-4.89676, 3.82661, -2.23615)
H (-8.45352, 5.05169, -3.70880)
H (-8.82525, 3.41173, -4.46294)
H (-7.16387, 3.93337, -3.97944)
H (-9.70547, 4.68950, -1.31063)
H (-9.50508, 3.21581, -0.64142)
H (-10.39081, 3.48114, -2.22543)
H (-7.98913, 1.10812, -4.34128)
H (-6.82809, -0.17524, -4.42559)
H (-7.97279, -0.10819, -3.13187)
H (-4.43795, 1.22597, -2.30301)
H (-5.34481, -0.36612, -2.07816)
H (-4.65089, 0.03921, -3.59421)
H (-7.13649, 4.09618, 0.29765)
H (-5.50392, 4.79314, 0.29104)
H (-6.67463, 5.42314, -0.75920)
H (-4.41877, 4.78968, -2.05697)
H (-5.16603, 3.90248, -3.28963)
H (-4.06235, 3.17214, -1.98410)
C (-4.40299, 0.78594, 1.22307)
N (-4.64420, 1.41722, 2.57582)
C (-4.40529, 2.83440, 2.77479)
P (-4.91085, 0.35914, 3.92340)
O (-4.64081, -1.11227, 3.70078)
N (-4.20364, 1.12329, 5.29325)
C (-2.72813, 1.32316, 5.18834)
C (-4.61245, 0.71347, 6.65926)
N (-6.65783, 0.67487, 4.12898)
C (-7.71023, -0.12066, 3.55626)
C (-7.01838, 2.15888, 4.38872)
H (-3.72070, -0.05706, 1.33228)
H (-3.95767, 1.43539, 0.46941)
H (-5.39383, 0.42484, 0.94747)
H (-5.37615, 3.21642, 2.45918)
H (-3.60949, 3.25000, 2.15667)
H (-4.25021, 3.15766, 3.80414)
H (-2.19906, 0.37044, 5.21104)
H (-2.45223, 1.94174, 4.33432)
H (-2.54944, 1.91572, 6.08559)
H (-5.65941, 0.90178, 6.89696)
H (-4.56356, -0.36468, 6.81196)
H (-4.04042, 1.20198, 7.44809)
H (-7.70847, -0.17363, 2.46755)
H (-7.63804, -1.06078, 4.10314)
H (-8.70435, 0.27649, 3.76145)
H (-6.16119, 2.60515, 4.89285)
H (-7.96867, 2.16767, 4.92256)
H (-7.30386, 2.58377, 3.42639)
C (1.16247, 7.50383, 6.80439)
N (-0.18985, 7.17871, 7.28911)
C (-1.13456, 8.30882, 7.39285)
P (-0.42107, 5.46765, 7.42881)
O (0.72010, 4.56802, 7.10373)
N (-0.93382, 5.17523, 9.02299)
C (-0.80083, 3.77942, 9.60641)
C (-1.16124, 6.20586, 9.97990)
N (-1.75998, 5.24327, 6.39653)
C (-2.98993, 4.70814, 6.80593)
C (-1.51496, 5.49235, 4.97060)
H (1.88826, 7.50166, 7.61761)
H (1.20308, 8.51083, 6.38920)
H (1.50821, 6.81799, 6.03096)
H (-2.09955, 7.87262, 7.65098)
H (-1.29725, 8.86849, 6.47176)
H (-0.59150, 8.98788, 8.05016)
H (-1.78328, 3.52060, 10.00127)
H (-0.28913, 2.93568, 9.14340)
H (-0.19548, 3.98845, 10.48842)
H (-1.84835, 6.94898, 9.57523)
H (-1.55030, 5.68558, 10.85514)
H (-0.19159, 6.70216, 10.01945)
H (-3.17055, 4.72183, 7.88078)
H (-3.68042, 5.46682, 6.43754)
H (-3.36244, 3.85311, 6.24179)
H (-0.62407, 6.11998, 4.99307)
H (-2.33537, 6.04732, 4.51558)
H (-1.33573, 4.61736, 4.34581)
C (-3.65963, -1.19598, -8.81584)
N (-3.10787, 0.26871, -9.04947)
C (-3.18879, 0.71877, -10.43258)
P (-2.26876, 1.21286, -7.86638)
O (-1.16939, 2.08442, -8.34277)
N (-3.55188, 1.77497, -6.84073)
C (-3.69680, 3.17432, -6.43496)
C (-4.84502, 1.12323, -6.65056)
N (-1.61964, -0.06904, -6.90230)
C (-0.75133, -0.93993, -7.48894)
C (-1.71618, -0.01975, -5.43553)
H (-4.62108, -1.17461, -9.32892)
H (-3.62917, -1.50555, -7.77117)
H (-3.03828, -1.91243, -9.35317)
H (-4.03671, 0.27597, -10.95512)
H (-2.38673, 0.16418, -10.91965)
H (-3.10994, 1.80026, -10.54330)
H (-4.47469, 3.73298, -6.95542)
H (-3.82065, 3.16047, -5.35211)
H (-2.77307, 3.65762, -6.75315)
H (-4.81399, 0.05256, -6.44860)
H (-5.34404, 1.36394, -5.71187)
H (-5.48580, 1.25924, -7.52177)
H (-0.99094, -2.00299, -7.51314)
H (-0.42835, -0.60234, -8.47373)
H (0.13698, -0.70958, -6.90077)
H (-2.76795, -0.12478, -5.16937)
H (-1.43574, 1.00507, -5.19219)
H (-1.21394, -0.76529, -4.81906)
C (5.53318, -6.06260, 1.23770)
N (4.79797, -5.70336, -0.05025)
C (3.36242, -5.85243, 0.05982)
P (5.44287, -5.81673, -1.53268)
O (5.25668, -7.18103, -1.93270)
N (4.69454, -4.57497, -2.52161)
C (4.20058, -4.81348, -3.84102)
C (4.49257, -3.20601, -2.03732)
N (7.11724, -5.40283, -1.40646)
C (8.06097, -6.49239, -1.40875)
C (7.59508, -4.10467, -0.79028)
H (4.87202, -5.85701, 2.07954)
H (6.38374, -5.39702, 1.38483)
H (5.83884, -7.09915, 1.37995)
H (3.03774, -6.89252, 0.02975)
H (2.91359, -5.40247, -0.82573)
H (2.99959, -5.31299, 0.93472)
H (3.23462, -5.30465, -3.72361)
H (4.27989, -4.15837, -4.70857)
H (4.78735, -5.62354, -4.27414)
H (4.26451, -2.63677, -2.93846)
H (3.61726, -3.35870, -1.40595)
H (5.42995, -2.93939, -1.54912)
H (8.43514, -6.66095, -0.39895)
H (7.58802, -7.41644, -1.74124)
H (8.89136, -6.29575, -2.08689)
H (6.76089, -3.62519, -0.27810)
H (8.02481, -3.63848, -1.67690)
H (8.38908, -4.32889, -0.07796)
C (0.52689, 2.41609, -2.51579)
N (1.41786, 2.97908, -3.64285)
C (2.75467, 2.46226, -3.50309)
P (1.39295, 4.62047, -4.16812)
O (2.42465, 5.50226, -3.52915)
N (1.51362, 4.49571, -5.84096)
C (1.03515, 3.49679, -6.73756)
C (1.99415, 5.67181, -6.48362)
N (-0.15621, 5.13973, -3.86848)
C (-0.56888, 5.98701, -2.76975)
C (-1.21110, 4.39248, -4.50261)
H (0.98598, 2.77943, -1.59638)
H (0.69358, 1.33966, -2.55583)
H (-0.52372, 2.69529, -2.59553)
H (3.29937, 3.18908, -2.90048)
H (3.17525, 2.28363, -4.49269)
H (2.70988, 1.52285, -2.95208)
H (1.86446, 3.32075, -7.42266)
H (0.86146, 2.52208, -6.28163)
H (0.18931, 4.00226, -7.20354)
H (1.23759, 6.39867, -6.77924)
H (2.63879, 6.02508, -5.67880)
H (2.72637, 5.44193, -7.25765)
H (0.17986, 6.77891, -2.75017)
H (-1.54214, 6.46343, -2.88765)
H (-0.72921, 5.57582, -1.77310)
H (-1.57339, 5.03792, -5.30276)
H (-2.01660, 4.34945, -3.76952)
H (-0.83310, 3.42247, -4.82554)
C (2.68970, 4.90776, 0.83912)
N (3.59189, 3.79242, 1.01679)
C (4.36613, 3.36637, -0.14601)
P (3.93982, 3.22667, 2.56932)
O (4.82022, 2.08105, 2.63058)
N (4.68865, 4.61638, 3.26566)
C (6.11713, 4.72569, 3.59443)
C (3.94160, 5.89996, 3.60938)
N (2.50561, 2.90324, 3.37179)
C (1.63504, 1.94974, 2.71138)
C (2.15845, 3.04117, 4.87520)
H (1.98457, 4.91554, 1.67028)
H (2.12389, 4.61978, -0.04690)
H (3.29254, 5.81585, 0.84730)
H (5.39650, 3.71931, -0.18937)
H (3.92419, 3.63193, -1.10636)
H (4.33513, 2.28852, -0.30531)
H (6.57650, 5.43770, 2.90877)
H (6.45167, 5.01845, 4.58966)
H (6.60914, 3.79327, 3.31765)
H (4.27043, 6.14710, 4.61878)
H (4.19783, 6.81067, 3.06804)
H (2.86534, 5.73723, 3.66676)
H (0.71462, 2.38622, 2.32354)
H (2.18287, 1.54190, 1.86189)
H (1.50476, 1.12412, 3.41101)
H (1.35254, 3.77465, 4.89973)
H (3.08680, 3.33829, 5.36304)
H (1.76992, 2.04873, 5.10367)
C (8.30778, -0.90229, 0.40806)
N (8.22103, 0.59231, 0.20097)
C (6.98523, 1.34676, 0.75218)
P (9.36844, 1.51792, -0.59662)
O (8.89681, 2.91361, -0.81024)
N (10.63790, 1.48215, 0.44468)
C (10.62922, 2.53141, 1.47980)
C (11.27391, 0.22967, 0.91522)
N (9.73418, 0.66075, -2.03055)
C (8.63716, 0.38973, -2.99882)
C (11.05473, 0.87618, -2.70179)
H (8.89510, -1.00716, 1.32029)
H (8.95996, -1.23836, -0.39806)
H (7.34094, -1.40348, 0.36193)
H (7.29204, 2.23599, 1.30285)
H (6.32279, 0.69157, 1.31787)
H (6.45376, 1.77997, -0.09515)
H (9.83594, 2.39171, 2.21417)
H (11.58169, 2.62531, 2.00141)
H (10.38905, 3.45772, 0.95791)
H (10.64128, -0.41347, 1.52698)
H (11.73283, -0.36379, 0.12445)
H (12.12847, 0.39892, 1.57034)
H (8.43927, 1.29841, -3.56737)
H (8.82367, -0.39487, -3.73211)
H (7.77676, -0.11009, -2.55387)
H (11.23391, 0.01948, -3.35145)
H (11.74477, 0.99381, -1.86626)
H (11.17358, 1.73710, -3.35965)
C (-5.07686, -6.06241, -4.73479)
N (-4.64847, -5.40924, -5.99881)
C (-5.70840, -4.81972, -6.81456)
P (-3.00842, -5.45015, -6.48173)
O (-2.65828, -4.40760, -7.47557)
N (-2.10368, -5.39888, -5.00909)
C (-2.18325, -4.01114, -4.35866)
C (-1.56465, -6.51838, -4.26195)
N (-2.85173, -7.06043, -7.11867)
C (-1.55692, -7.40801, -7.56745)
C (-3.63279, -8.24208, -6.81003)
H (-6.12737, -5.81275, -4.58575)
H (-4.53545, -5.91187, -3.80081)
H (-5.19754, -7.14500, -4.69571)
H (-6.41324, -5.64056, -6.94694)
H (-5.41402, -4.42820, -7.78829)
H (-6.25710, -3.98896, -6.37086)
H (-1.79552, -3.21766, -4.99751)
H (-3.22138, -3.69802, -4.24755)
H (-1.61284, -3.99633, -3.42994)
H (-1.87848, -6.45311, -3.22015)
H (-1.81082, -7.52035, -4.61346)
H (-0.47598, -6.47250, -4.29005)
H (-0.89806, -6.54472, -7.47404)
H (-1.07781, -8.22942, -7.03469)
H (-1.62391, -7.60042, -8.63824)
H (-2.95340, -9.08120, -6.66029)
H (-4.27408, -8.49648, -7.65391)
H (-4.29397, -8.28086, -5.94433)
C (-6.05556, -4.81656, 0.89566)
N (-4.83119, -4.09530, 0.58079)
C (-5.00661, -2.72820, 0.08769)
P (-3.21717, -4.69357, 0.92051)
O (-2.17400, -4.12061, 0.07926)
N (-3.10161, -4.41926, 2.55161)
C (-4.16451, -4.86700, 3.41788)
C (-2.28045, -3.41256, 3.20902)
N (-3.21803, -6.37189, 0.60190)
C (-3.64278, -6.75810, -0.77063)
C (-2.48695, -7.43298, 1.40377)
H (-6.87933, -4.59962, 0.21562)
H (-6.38317, -4.27302, 1.78185)
H (-5.90301, -5.83958, 1.23955)
H (-4.96812, -2.77115, -1.00079)
H (-4.29619, -1.98569, 0.45112)
H (-5.96338, -2.39408, 0.48900)
H (-3.84350, -4.80107, 4.45745)
H (-4.91694, -4.07907, 3.38438)
H (-4.43067, -5.90391, 3.21276)
H (-1.24641, -3.69597, 3.01272)
H (-2.52432, -2.44345, 2.77376)
H (-2.38892, -3.42583, 4.29353)
H (-3.54930, -5.85401, -1.37228)
H (-3.17109, -7.63104, -1.22182)
H (-4.70761, -6.97155, -0.67751)
H (-1.50112, -7.64877, 0.99185)
H (-3.12463, -8.31229, 1.31270)
H (-2.45302, -7.23857, 2.47575)
C (5.72735, -4.46674, 4.97255)
N (4.75221, -3.88123, 5.89822)
C (4.87690, -4.11760, 7.32438)
P (3.42124, -2.97450, 5.25460)
O (2.90702, -3.30269, 3.88590)
N (2.22610, -3.26526, 6.35008)
C (1.23279, -2.22149, 6.63304)
C (1.76775, -4.70381, 6.55381)
N (3.99881, -1.43668, 5.57626)
C (4.55005, -1.01097, 6.88982)
C (4.27730, -0.51317, 4.36275)
H (5.45592, -4.47742, 3.91695)
H (5.85673, -5.45894, 5.40490)
H (6.73573, -4.05304, 4.98377)
H (5.92783, -4.23287, 7.58964)
H (4.44809, -5.10847, 7.47410)
H (4.31371, -3.46253, 7.98905)
H (0.92605, -2.35593, 7.67032)
H (1.73261, -1.25346, 6.59856)
H (0.31528, -2.30705, 6.05084)
H (2.66433, -5.32360, 6.54374)
H (1.31682, -4.74194, 7.54543)
H (1.14378, -4.97483, 5.70216)
H (5.42877, -1.57513, 7.20234)
H (4.68897, 0.06819, 6.95462)
H (3.79850, -1.18637, 7.65957)
H (3.98355, 0.52036, 4.54613)
H (3.80948, -0.81223, 3.42477)
H (5.33968, -0.40461, 4.14448)
O (-0.97568, 1.95609, 0.21406)
C (-0.59451, 0.81767, 0.22201)
O (-1.13784, -0.16394, 0.99659)
C (-0.42723, -1.32607, 0.78798)
C (1.00635, -0.72349, 0.50327)
F (1.45369, -1.75626, -0.21858)
O (0.56280, 0.32238, -0.30259)
H (-0.40208, -2.00462, 1.64064)
H (-0.90303, -1.94060, 0.02374)
H (1.63203, -0.53982, 1.37671)

---

2.
One molecule with the formula C2H2N2O3. Source: the Open Molecules 2025 dataset; level of theory: ωB97M-V with the def2-TZVPD basis set.

⟨S²⟩: 2.01
Highest occupied orbital energy (spin up / spin down) in eV: -6.9 / -9.5
Multiplicity: 3
ΔE to the lowest compared entry with this formula, charge and spin in kJ/mol: 433.29
HOMO-LUMO gap (spin up / spin down) in eV: 6.72 / 6.04
Charge: 0
E_LUMO (spin up / spin down) in Eh: -0.0074 / -0.1260

CARTESIAN COORDINATES (ANGSTROEM)
C (-0.38295, 0.55710, -0.71410)
C (-1.03156, 0.63594, 0.58945)
N (0.60405, -0.90173, 0.57493)
N (0.57340, -0.30773, -0.59854)
O (1.63191, -0.86583, -1.63667)
O (-1.94929, 1.26012, 1.01159)
O (-0.30683, -0.27188, 1.39248)
H (-0.62282, 1.09256, -1.60838)
H (1.48409, -1.19856, 0.98924)

---

3.
C2H2LaO2 as an isolated structure. Source: the Open Molecules 2025 dataset; level of theory: ωB97M-V with the def2-TZVPD basis set.

Highest occupied orbital energy in eV: -12.9
Multiplicity: 1
ΔE to the lowest compared entry with this formula, charge and spin in kJ/mol: 0.00
HOMO-LUMO gap in eV: 7.19
Charge: +1
E_LUMO in Eh: -0.2078

CARTESIAN COORDINATES (ANGSTROEM)
H (-1.03745, -1.38951, 0.60635)
C (-0.44068, -0.65243, 0.05487)
C (-0.82157, 0.52099, -0.43717)
H (-1.88985, 0.74746, -0.44472)
O (0.95746, -0.96784, 0.48812)
O (1.98280, -0.16055, -0.11055)
La (1.24928, 1.90189, -0.15691)

---

4.
C12H27ClInO6S as an isolated structure. Source: the Open Molecules 2025 dataset; level of theory: ωB97M-V with the def2-TZVPD basis set.

Highest occupied orbital energy in eV: -4.0
Multiplicity: 1
ΔE to the lowest compared entry with this formula, charge and spin in kJ/mol: 17.62
HOMO-LUMO gap in eV: 6.05
Charge: -1
E_LUMO in Eh: 0.0743

CARTESIAN COORDINATES (ANGSTROEM)
O (8.17245, -0.06283, -1.55936)
S (7.14502, -1.04646, -1.65108)
O (6.83949, -1.70665, -0.44043)
Cl (7.71056, -2.47015, -3.01780)
C (5.68213, -0.28233, -2.38188)
C (4.41776, -0.53429, -1.57406)
C (3.19045, -0.30936, -2.44121)
C (1.94430, -1.06355, -1.97904)
In (2.25571, -3.23985, -1.58734)
H (5.59334, -0.68533, -3.38440)
H (5.94900, 0.76352, -2.45416)
H (4.45544, 0.12979, -0.71792)
H (4.47020, -1.54972, -1.19657)
H (2.97007, 0.76394, -2.41050)
H (3.40734, -0.53158, -3.48502)
H (1.20272, -0.94335, -2.76239)
H (1.54608, -0.58245, -1.09383)
H (2.76711, -3.40562, 0.13673)
H (3.59689, -3.86199, -2.59675)
H (0.74983, -4.21163, -1.73471)
O (-0.29263, 0.11301, -0.22326)
C (-1.01343, 0.91894, -0.73549)
O (-0.91466, 1.12312, -2.07328)
C (-1.84484, 1.90702, -2.80840)
C (-1.48491, 3.37924, -2.79004)
C (-1.96506, 1.76775, 0.07976)
H (-2.86435, 1.72922, -2.46132)
H (-1.79074, 1.52818, -3.82860)
H (-1.51710, 3.78565, -1.77916)
H (-2.17462, 3.95093, -3.41341)
H (-0.47169, 3.52091, -3.16597)
H (-1.43197, 2.64353, 0.44868)
H (-2.29904, 1.18270, 0.92412)
H (-2.85455, 2.08746, -0.45894)
O (-4.12005, 1.42874, 2.21025)
C (-4.38642, 0.74082, 3.15821)
O (-3.45307, 0.57120, 4.11173)
C (-3.70841, -0.07630, 5.35978)
C (-3.54283, -1.57832, 5.25986)
C (-5.69831, -0.00375, 3.25606)
H (-4.68684, 0.20857, 5.75020)
H (-2.96743, 0.33146, 6.04500)
H (-4.26220, -2.01720, 4.56854)
H (-3.67820, -2.04235, 6.23727)
H (-2.54781, -1.82258, 4.89000)
H (-5.60173, -0.95169, 2.72875)
H (-6.46268, 0.59390, 2.76679)
H (-6.03032, -0.19030, 4.27458)